A molecular structure, C26H45BBrCl6CsF3ILiN3NaO11P2S2Si in a non-equilibrium geometry. Source: OMol25; level of theory: ωB97M-V/def2-TZVPD.

HOMO energy (eV): -6.72
E_tot (a.u.): -9924.67943
Total charge: +1
F_max (eV/A): 7.2
Spin multiplicity: 1

Positions of all 105 atoms, in Å:
C -5.100 -0.039 1.785
C -4.092 0.371 1.275
C -2.875 0.736 0.583
N -2.111 -0.285 -0.110
C -1.825 -1.545 0.612
P -1.218 -0.990 2.339
S 0.046 -1.950 3.447
P -3.540 -2.512 0.907
O -3.858 -2.526 2.523
O -4.728 -1.927 -0.050
C -1.043 -2.615 -0.203
C -2.036 -2.953 -1.409
C -2.570 -4.120 -1.672
N -0.849 -3.880 0.359
C -0.977 -4.289 1.732
C -1.581 -5.702 1.788
N 0.249 -2.013 -0.923
S 0.465 -2.987 -2.470
B 1.623 -2.475 -0.279
O 1.796 -2.957 0.985
O 2.727 -2.619 -1.062
C 3.923 -2.735 -0.275
C 0.209 -0.486 -1.099
Br 1.352 -0.132 -2.708
I 1.664 0.199 0.440
C -1.126 0.279 -1.090
C -0.801 1.756 -0.781
C 0.082 2.492 -1.769
O 1.425 2.649 -1.352
Si 2.226 3.943 -2.061
C 1.492 5.607 -1.671
C 4.008 3.973 -1.479
C 2.298 3.598 -3.915
C -1.982 0.298 -2.437
F -3.191 -0.235 -2.304
F -2.258 1.498 -2.864
F -1.465 -0.345 -3.512
H -6.066 -0.232 2.124
H -2.340 1.407 1.245
H -3.271 1.386 -0.183
H -2.402 -0.770 3.061
H -0.694 0.298 2.150
H -4.755 -2.854 2.650
H -4.836 -2.516 -0.797
H -2.282 -2.218 -2.162
H -3.614 -4.114 -1.914
H -2.024 -5.038 -1.620
H -0.378 -4.565 -0.202
H -0.012 -4.391 2.211
H -1.570 -3.706 2.406
H -1.645 -6.068 2.819
H -2.567 -5.646 1.350
H -0.976 -6.320 1.093
H -0.340 -2.412 -3.378
H 1.844 -3.912 1.002
H 4.039 -3.722 0.132
H 4.750 -2.616 -0.952
H 4.043 -1.969 0.472
H -1.684 2.366 -0.806
H -0.540 1.900 0.262
H -0.007 2.065 -2.760
H -0.314 3.480 -1.926
H 0.804 5.851 -2.473
H 2.256 6.366 -1.694
H 0.925 5.638 -0.751
H 4.577 3.116 -1.811
H 4.094 4.160 -0.419
H 4.434 4.842 -1.965
H 1.328 3.276 -4.269
H 3.010 2.808 -4.115
H 2.582 4.499 -4.435
Cl 7.815 0.143 4.231
C 6.261 -0.616 4.355
C 5.559 -1.012 3.229
Cl 6.182 -0.793 1.611
C 4.314 -1.606 3.368
C 3.774 -1.812 4.623
C 4.473 -1.425 5.757
C 5.716 -0.825 5.617
H 3.761 -1.914 2.489
H 2.800 -2.275 4.721
H 4.029 -1.591 6.771
H 6.263 -0.518 6.497
O 0.066 3.531 1.560
H 0.811 2.962 1.322
C -4.443 4.395 2.392
Cl -4.480 4.972 4.059
Cl -2.814 4.424 1.766
Cl -4.958 2.700 2.284
H -5.107 5.017 1.807
C -1.910 4.191 -4.174
O -3.166 4.414 -4.503
O -1.096 3.524 -4.942
O -1.452 4.602 -3.091
Li -4.766 4.114 -3.281
Na -1.092 -8.064 2.516
Cs -2.747 3.293 -6.468
Cl 2.918 -0.494 8.038
O -3.582 -1.914 -6.174
H -3.505 -2.899 -6.187
H -3.241 -1.515 -7.012
H -3.130 -1.524 -5.379
O 4.562 4.565 1.881
H 5.326 4.701 2.448
H 4.135 3.782 2.243



A molecular structure, C26H45ClGeMgN3O3SSi3. Source: OMol25; level of theory: ωB97M-V/def2-TZVPD.

HOMO energy (alpha / beta) (eV): -7.84 / -8.40
E_tot (a.u.): -5411.71753
F_max (eV/A): 0.1
Spin multiplicity: 2
Energy relative to the best compared isomer or geometry (same formula, charge and spin) (eV): 0.433

Positions of all 84 atoms, in Å:
Mg -0.327 -0.455 0.224
Cl 6.539 -1.622 2.245
C 5.005 -1.343 1.480
C 4.940 -1.270 0.073
C 3.753 -1.048 -0.565
C 2.542 -0.878 0.159
O 1.448 -0.644 -0.476
C 2.625 -0.969 1.584
C 1.495 -0.824 2.436
O 0.307 -0.653 2.101
C 3.873 -1.196 2.218
H 5.850 -1.397 -0.499
H 3.703 -0.998 -1.644
H 1.703 -0.873 3.515
H 3.915 -1.250 3.299
N -2.326 -0.343 0.088
C -3.474 -0.502 0.188
C -4.828 -0.698 0.320
C -5.678 0.430 0.436
N -6.348 1.361 0.548
C -5.293 -2.036 0.362
N -5.598 -3.148 0.403
C -2.580 2.163 2.404
Si -1.108 3.224 1.951
C -1.672 5.004 1.762
C 0.181 3.118 3.310
Ge -0.100 2.570 -0.109
Si -1.401 2.558 -2.113
C -3.211 2.796 -1.710
C -1.114 0.959 -3.052
C -0.801 3.992 -3.169
Si 2.182 3.123 -0.512
C 2.296 4.980 -0.778
C 2.734 2.237 -2.068
C 3.286 2.672 0.934
H -3.018 2.543 3.331
H -2.297 1.121 2.570
H -3.358 2.189 1.638
H -2.096 5.363 2.704
H -2.443 5.093 0.994
H -0.845 5.664 1.491
H -0.269 3.382 4.271
H 1.011 3.804 3.129
H 0.588 2.108 3.396
H -3.587 2.027 -1.034
H -3.819 2.763 -2.618
H -3.382 3.765 -1.236
H -1.561 0.101 -2.544
H -0.048 0.762 -3.187
H -1.570 1.019 -4.044
H -0.929 4.948 -2.658
H -1.368 4.032 -4.103
H 0.255 3.884 -3.424
H 1.666 5.306 -1.608
H 3.327 5.265 -1.006
H 1.988 5.530 0.115
H 2.171 2.592 -2.934
H 2.571 1.162 -1.981
H 3.795 2.416 -2.263
H 2.977 3.200 1.838
H 4.317 2.963 0.711
H 3.282 1.603 1.149
C -2.375 -5.739 -1.667
C -2.406 -5.286 -0.211
C -2.227 -3.784 -0.027
S -0.600 -3.089 -0.347
O -0.194 -3.382 -1.743
C 0.420 -4.075 0.797
C 1.210 -5.166 0.079
C 2.491 -4.626 -0.547
H -2.561 -6.811 -1.736
H -1.419 -5.517 -2.139
H -3.151 -5.229 -2.240
H -1.661 -5.831 0.375
H -3.377 -5.529 0.226
H -2.470 -3.465 0.991
H -2.886 -3.232 -0.701
H -0.253 -4.469 1.559
H 1.101 -3.370 1.279
H 0.588 -5.630 -0.688
H 1.447 -5.942 0.811
H 2.262 -3.858 -1.286
H 3.046 -5.421 -1.045
H 3.140 -4.189 0.216



3 unconnected molecules or ions with the total composition C26H46Br4NO3Si in a non-equilibrium geometry. Source: OMol25; level of theory: ωB97M-V/def2-TZVPD.

HOMO energy (eV): -3.78
E_tot (a.u.): -11884.05966
Total charge: -1
F_max (eV/A): 6.1
Spin multiplicity: 1

Positions of all 81 atoms, in Å:
C 1.331 -4.441 -3.413
C -0.075 -4.244 -2.650
C -0.794 -2.956 -3.340
C -1.204 -1.832 -2.227
O -2.546 -1.391 -2.560
N -2.587 -0.099 -3.047
C -2.423 0.926 -1.979
C -3.673 1.095 -1.001
C -3.868 -0.074 0.074
C -3.279 0.253 1.530
C -2.771 -1.100 2.294
C -1.182 -0.959 2.643
C -1.077 -0.172 4.047
C -0.024 1.038 3.900
C -0.616 2.503 4.226
Si -0.214 3.832 2.908
C -1.176 3.403 1.274
C -0.897 5.536 3.512
C 1.640 3.913 2.397
C 2.747 2.930 2.840
C 4.219 3.040 2.343
C 4.537 4.205 1.350
C 3.465 5.234 0.887
C 2.019 5.084 1.409
C -2.277 2.350 -2.760
O -1.969 3.442 -2.169
O -2.477 2.422 -4.145
H 1.989 -3.552 -3.130
H 1.836 -5.438 -3.179
H 1.126 -4.407 -4.543
H 0.042 -4.061 -1.516
H -0.724 -5.186 -2.764
H -1.804 -3.354 -3.737
H -0.178 -2.494 -4.183
H -0.422 -1.000 -2.183
H -1.191 -2.330 -1.181
H -1.749 -0.008 -3.657
H -1.423 0.823 -1.397
H -4.600 1.237 -1.677
H -3.540 2.103 -0.459
H -5.012 -0.207 0.209
H -3.473 -1.097 -0.233
H -4.008 0.814 2.219
H -2.350 0.904 1.419
H -3.352 -1.239 3.271
H -2.863 -2.022 1.616
H -0.625 -0.435 1.792
H -0.738 -2.007 2.770
H -2.094 0.209 4.424
H -0.680 -0.896 4.854
H 0.829 0.846 4.657
H 0.483 1.055 2.869
H -0.308 2.772 5.295
H -1.772 2.410 4.252
H -0.764 4.111 0.469
H -2.307 3.457 1.401
H -0.798 2.353 0.973
H -1.265 5.474 4.608
H -1.839 5.776 2.889
H -0.153 6.396 3.414
H 2.503 2.070 3.541
H 5.020 2.287 2.667
H 5.620 4.241 0.973
H 3.746 6.064 0.161
H 1.213 5.832 1.071
Br 1.627 1.666 -1.154
C 3.556 1.935 -1.120
C 4.071 2.372 -2.468
Br 4.164 0.873 -3.711
H 4.002 1.004 -0.768
H 3.720 2.715 -0.374
H 5.097 2.738 -2.386
H 3.453 3.138 -2.938
Br 3.164 -7.759 -3.298
C 2.117 -9.253 -2.608
C 0.643 -9.055 -2.857
Br -0.117 -7.770 -1.606
H 2.366 -9.354 -1.552
H 2.484 -10.127 -3.149
H 0.097 -9.983 -2.679
H 0.420 -8.694 -3.861